{"formula": "C24H37Cl2FN4O6PPtS2", "method": "ωB97M-V/def2-TZVPD", "s2": 0.756, "e_homo_ev": [-12.517, -12.827], "lumo_ev": [-5.39, -5.25], "total_charge": 2, "spin_multiplicity": 2, "relative_energy_kj_mol": 161.31, "elements": ["Pt", "C", "C", "O", "P", "S", "S", "O", "C", "C", "H", "H", "H", "H", "H", "H", "H", "H", "H", "H", "C", "C", "N", "C", "C", "C", "O", "O", "C", "O", "C", "C", "C", "F", "C", "C", "C", "N", "C", "C", "N", "C", "C", "H", "H", "H", "H", "H", "H", "H", "H", "H", "H", "H", "H", "H", "H", "H", "H", "H", "H", "Cl", "C", "Cl", "H", "H", "C", "N", "C", "C", "O", "H", "H", "H", "H", "H", "H", "H"], "positions_angstrom": [[0.50971, 2.62639, -2.09895], [5.68000, 4.42907, -0.32095], [5.12676, 4.22189, -1.70474], [4.79836, 2.80031, -1.88907], [3.33264, 2.28153, -2.00053], [2.12882, 2.55963, -0.44592], [2.32508, 3.18512, -3.46463], [3.50389, 0.74079, -2.21414], [4.41565, 0.21484, -3.22681], [4.09424, -1.24347, -3.40932], [5.97385, 5.47317, -0.20758], [6.55694, 3.80408, -0.15593], [4.93329, 4.19956, 0.44012], [5.85701, 4.44621, -2.47732], [4.23074, 4.81578, -1.88535], [5.43258, 0.37359, -2.87378], [4.26651, 0.77740, -4.15044], [4.13375, -1.76299, -2.45220], [4.82797, -1.69588, -4.07708], [3.10225, -1.37092, -3.84188], [-1.53875, 1.35337, 5.35808], [-2.56304, 1.28369, 4.23733], [-1.93513, 1.15489, 2.90395], [-1.59370, 2.26956, 2.25128], [-1.10578, 2.32626, 0.97754], [-0.81001, 3.70027, 0.43813], [-0.79596, 4.64288, 1.19623], [-0.66179, 3.79513, -0.85568], [-0.94578, 1.11980, 0.25148], [-0.58895, 1.03954, -0.94850], [-1.20514, -0.11588, 1.00609], [-0.96463, -1.36485, 0.42859], [-1.20945, -2.51123, 1.10963], [-1.01052, -3.68478, 0.46858], [-1.66230, -2.50854, 2.45352], [-1.87473, -1.27466, 3.02642], [-1.68861, -0.07721, 2.31558], [-1.82476, -3.68189, 3.23019], [-2.98595, -3.78628, 4.11051], [-2.54231, -4.43925, 5.41823], [-1.43030, -5.41536, 5.10620], [-1.66898, -6.05841, 3.76918], [-1.46262, -4.99784, 2.68421], [-2.04553, 1.45584, 6.31756], [-0.88389, 2.21484, 5.22862], [-0.91599, 0.45717, 5.38985], [-3.16807, 2.18685, 4.21039], [-3.24878, 0.45092, 4.37035], [-1.73768, 3.20579, 2.78044], [-0.57849, -1.42503, -0.58094], [-2.14389, -1.22272, 4.07075], [-3.78490, -4.36411, 3.63345], [-3.39969, -2.81089, 4.33884], [-3.35052, -4.99190, 5.89250], [-2.13997, -3.71510, 6.12273], [-1.34504, -6.11171, 5.84674], [-0.54982, -4.89938, 5.06007], [-2.68255, -6.45126, 3.79240], [-0.97764, -6.88725, 3.64136], [-2.05147, -5.28726, 1.81222], [-0.41558, -4.97619, 2.38960], [-1.24630, 3.29812, -3.87465], [-0.91655, 5.00883, -4.41835], [-0.23091, 6.02542, -3.19204], [-1.88730, 5.39700, -4.69988], [-0.24085, 4.93048, -5.26009], [-0.29856, 0.13361, -6.20508], [-0.85318, -0.40813, -4.96773], [-2.00684, -1.30266, -5.04855], [-0.37696, -0.02833, -3.78825], [0.55835, 0.76966, -3.64429], [-0.22544, -0.66367, -6.94144], [0.68672, 0.54057, -6.00186], [-0.93815, 0.92461, -6.59969], [-1.95801, -1.85593, -5.98283], [-2.94427, -0.74585, -5.02315], [-1.98845, -2.01285, -4.22432], [-0.87463, -0.48478, -2.92499]]}